No. 1
Molecular formula: C44H68Br3F10IO17PS2
Method: DFT, ωB97M-V/def2-TZVPD

As for the total charge: -1. The highest occupied orbital energy is -0.176 hartree. The value obtained for the LUMO energy is 1.676 eV.

```
146
C44H68Br3F10IO17PS2 ωB97M-V/def2-TZVPD
C -2.85 -0.50 -2.17
C -2.17 -0.27 -3.41
C -0.60 -0.57 -3.81
C -0.52 0.02 -5.31
C 0.49 -0.58 -6.37
C 1.03 0.42 -7.53
F 1.24 1.76 -7.15
Br 2.85 -0.27 -8.09
C 0.17 0.42 -8.88
F 1.01 1.05 -9.88
F -0.09 -0.88 -9.42
Br -1.46 1.57 -8.81
C -0.56 -2.20 -3.79
C 0.83 -2.87 -4.21
C 1.46 -4.11 -3.49
C 2.41 -4.89 -4.58
C 3.92 -5.10 -4.01
C 4.90 -3.92 -4.56
O 5.43 -3.13 -3.46
C 6.19 -2.01 -3.96
C 7.71 -1.73 -3.56
O 5.66 -1.17 -4.73
C -1.74 -2.99 -4.53
F -3.01 -3.05 -3.82
F -1.39 -4.40 -4.24
C -2.08 -3.10 -6.04
F -2.94 -4.30 -6.08
F -1.07 -3.57 -6.94
C -3.12 -2.08 -6.75
F -2.49 -1.29 -7.77
F -3.82 -1.25 -5.87
F -4.14 -2.77 -7.49
O -0.85 -2.79 -2.46
S -0.09 -2.22 -1.17
O -1.11 -1.94 -0.07
O 0.73 -3.35 -0.54
C 0.99 -0.72 -1.59
Br 0.97 0.01 0.31
P 2.77 -1.33 -1.62
S 4.18 0.03 -1.37
C 0.42 0.22 -2.77
C 1.59 0.80 -3.75
O 2.59 0.19 -4.23
O 1.56 2.11 -4.27
C -0.18 1.56 -2.10
I -1.53 2.90 -3.31
C 0.68 2.68 -1.41
C 2.24 2.74 -1.27
H -3.02 0.39 -1.46
H -3.33 -1.49 -1.82
H -2.85 0.31 -4.14
H -0.44 1.15 -5.39
H -1.57 -0.16 -5.77
H -0.06 -1.39 -6.99
H 1.44 -1.08 -6.00
H 1.60 -2.02 -4.18
H 0.76 -3.12 -5.34
H 0.75 -4.93 -3.12
H 2.16 -3.93 -2.60
H 1.91 -5.89 -4.86
H 2.53 -4.31 -5.55
H 3.94 -5.20 -2.87
H 4.30 -6.05 -4.55
H 4.37 -3.26 -5.35
H 5.79 -4.39 -5.12
H 7.78 -1.34 -2.48
H 8.39 -2.65 -3.63
H 8.18 -0.92 -4.23
H 3.02 -2.22 -0.50
H 3.20 -2.05 -2.78
H -0.97 1.19 -1.34
H 0.33 2.72 -0.29
H 0.41 3.77 -1.72
H 2.68 2.16 -0.37
H 2.89 2.48 -2.16
H 2.55 3.84 -1.01
O -3.34 4.13 -5.35
C -4.32 3.87 -6.01
O -5.54 4.02 -5.47
C -6.77 3.92 -6.20
C -7.22 2.48 -6.32
C -4.20 3.30 -7.39
H -6.69 4.42 -7.17
H -7.52 4.48 -5.63
H -6.49 1.88 -6.87
H -8.18 2.42 -6.83
H -7.32 2.03 -5.33
H -4.04 2.23 -7.32
H -3.35 3.77 -7.88
H -5.07 3.50 -8.02
O 0.72 1.46 3.53
C 0.34 0.67 4.37
O 1.21 0.21 5.29
C 0.82 -0.58 6.43
C 0.72 -2.05 6.07
C -1.06 0.13 4.35
H -0.10 -0.19 6.88
H 1.61 -0.45 7.18
H -0.04 -2.23 5.31
H 0.48 -2.65 6.95
H 1.67 -2.40 5.65
H -1.11 -0.69 3.64
H -1.73 0.93 4.04
H -1.42 -0.21 5.32
O -4.76 4.92 5.09
C -3.58 4.90 5.35
O -2.83 3.85 4.97
C -1.39 3.80 5.06
C -0.96 3.35 6.45
C -2.95 5.98 6.18
H -0.95 4.75 4.77
H -1.06 3.06 4.33
H -1.29 4.05 7.22
H 0.13 3.26 6.50
H -1.41 2.38 6.69
H -3.13 5.78 7.23
H -3.41 6.93 5.91
H -1.88 6.10 6.01
O 3.72 -2.53 7.25
C 4.51 -1.83 7.85
O 4.09 -0.68 8.41
C 4.89 0.13 9.29
C 5.78 1.07 8.49
C 5.97 -2.18 7.89
H 5.46 -0.49 9.99
H 4.19 0.71 9.89
H 6.48 0.53 7.86
H 6.34 1.72 9.16
H 5.17 1.69 7.83
H 6.45 -1.84 6.97
H 6.07 -3.26 7.96
H 6.50 -1.76 8.75
O -0.95 0.85 9.11
C -2.08 0.46 8.91
O -3.09 1.35 8.77
C -4.42 1.00 8.35
C -5.25 0.55 9.53
C -2.40 -1.01 8.91
H -4.40 0.27 7.54
H -4.85 1.91 7.93
H -4.84 -0.35 10.00
H -6.28 0.34 9.22
H -5.27 1.32 10.31
H -2.52 -1.35 9.95
H -1.56 -1.54 8.45
H -3.28 -1.27 8.34
```

No. 2
Molecular formula: C44H68F12O26
Method: DFT, ωB97M-V/def2-TZVPD

The structure (SMILES) is CCOC(=O)C(F)(F)F.CCOC(=O)C(F)(F)F.CCOC(=O)C(F)(F)F.CCOC(=O)C(F)(F)F.C[C@H]1COC(=O)O1.C[C@H]1COC(=O)O1.C[C@H]1COC(=O)O1.C[C@H]1COC(=O)O1.CCOC(C)=O.CCOC(C)=O.CCOC(C)=O. The highest occupied orbital energy is -0.374 hartree. The value obtained for the LUMO energy is 0.397 eV.

```
150
C44H68F12O26 ωB97M-V/def2-TZVPD
O 4.23 0.22 5.12
C 4.37 -0.95 5.34
O 3.76 -1.90 4.64
C 2.79 -1.51 3.67
C 1.64 -2.49 3.56
C 5.26 -1.50 6.43
H 3.35 -1.36 2.75
H 2.50 -0.48 3.94
H 1.19 -2.68 4.56
H 1.97 -3.45 3.13
H 0.94 -2.06 2.83
H 5.04 -1.07 7.41
H 6.34 -1.28 6.24
H 5.19 -2.59 6.54
O -6.34 -2.52 1.31
C -6.44 -1.44 1.93
O -6.19 -0.24 1.40
C -5.52 -0.18 0.08
C -5.74 1.13 -0.51
C -6.90 -1.32 3.35
H -5.95 -1.02 -0.46
H -4.52 -0.30 0.34
H -5.22 1.93 0.01
H -6.80 1.37 -0.68
H -5.24 1.15 -1.49
H -6.06 -1.10 4.08
H -7.52 -2.20 3.65
H -7.64 -0.56 3.46
O -0.01 -2.58 -4.03
C 0.43 -3.15 -4.99
O 1.62 -2.85 -5.53
C 2.47 -1.81 -4.89
C 3.46 -2.37 -3.91
C -0.23 -4.29 -5.71
H 1.85 -0.97 -4.50
H 2.99 -1.32 -5.77
H 4.15 -3.10 -4.38
H 2.91 -2.79 -3.10
H 4.03 -1.48 -3.63
H 0.54 -5.02 -5.97
H -0.57 -3.92 -6.71
H -1.10 -4.73 -5.17
C -3.95 -3.37 -3.23
C -3.24 -2.01 -3.16
O -3.90 -1.03 -4.00
C -3.51 -1.11 -5.21
O -2.53 -1.66 -5.66
C -4.35 -0.35 -6.26
F -3.62 0.60 -6.81
F -4.73 -1.16 -7.22
F -5.50 0.10 -5.66
H -3.88 -3.74 -4.30
H -4.97 -3.43 -2.84
H -3.40 -4.12 -2.63
H -2.18 -2.04 -3.49
H -3.23 -1.59 -2.15
C -3.18 -4.15 1.21
C -2.38 -3.39 0.20
O -1.69 -4.37 -0.67
C -0.43 -4.04 -0.94
O 0.20 -3.15 -0.38
C 0.28 -4.91 -1.94
F 0.77 -5.97 -1.24
F -0.46 -5.35 -2.95
F 1.38 -4.22 -2.37
H -3.99 -3.54 1.60
H -2.64 -4.43 2.08
H -3.67 -5.01 0.79
H -1.64 -2.81 0.67
H -2.98 -2.76 -0.46
C -1.70 5.77 1.83
C -0.54 4.74 2.07
O 0.04 5.20 3.35
C -0.42 4.66 4.46
O -1.34 3.90 4.60
C 0.31 5.29 5.63
F 1.58 4.89 5.67
F 0.27 6.64 5.48
F -0.29 4.99 6.81
H -2.17 5.46 0.91
H -1.41 6.81 1.81
H -2.23 5.71 2.71
H 0.35 4.84 1.44
H -0.86 3.69 2.17
C 7.87 -1.09 -2.77
C 6.94 -0.78 -1.69
O 5.94 0.13 -2.21
C 5.04 0.64 -1.36
O 5.05 0.55 -0.17
C 4.03 1.47 -2.20
F 4.74 2.43 -2.85
F 3.29 0.79 -3.07
F 3.21 2.11 -1.39
H 7.47 -1.54 -3.64
H 8.54 -1.77 -2.33
H 8.45 -0.21 -3.07
H 7.52 -0.29 -0.89
H 6.44 -1.65 -1.22
C -3.59 2.05 5.40
C -3.58 1.07 4.22
C -2.86 1.55 2.92
O -2.38 0.25 2.44
C -2.36 -0.67 3.39
O -1.92 -1.75 3.14
O -2.83 -0.18 4.54
H -4.15 2.89 4.98
H -2.60 2.41 5.65
H -4.09 1.64 6.28
H -4.59 0.76 3.95
H -1.94 2.11 3.10
H -3.45 2.06 2.11
C 0.53 0.67 -7.00
C -0.31 1.34 -5.94
C -0.58 0.52 -4.69
O 0.32 1.15 -3.70
C 0.80 2.33 -4.19
O 1.45 3.03 -3.46
O 0.46 2.50 -5.48
H 1.52 0.35 -6.56
H 0.77 1.41 -7.77
H 0.00 -0.16 -7.41
H -1.21 1.86 -6.32
H -0.36 -0.55 -4.70
H -1.62 0.65 -4.38
C 5.04 3.25 5.19
C 4.30 2.93 3.87
C 2.81 2.48 4.02
O 2.11 3.25 3.07
C 2.89 4.28 2.62
O 2.52 5.18 1.91
O 4.15 4.11 3.07
H 4.60 4.11 5.63
H 6.09 3.40 4.93
H 4.96 2.43 5.84
H 4.83 2.21 3.27
H 2.40 2.64 4.98
H 2.70 1.43 3.79
C 0.92 0.78 1.31
C 0.52 1.15 -0.11
C 0.46 -0.12 -0.98
O -0.98 -0.40 -1.03
C -1.62 0.70 -0.55
O -2.81 0.82 -0.65
O -0.82 1.64 -0.08
H 0.81 1.67 1.86
H 1.91 0.35 1.39
H 0.15 0.02 1.68
H 1.18 1.89 -0.55
H 0.94 -0.94 -0.42
H 0.81 -0.13 -1.98
```